(1)
Molecular formula: C3H2ClN3S
Method: DFT, ωB97M-V/def2-TZVPD

ORCA input file:
```
! RIJCOSX wB97M-V def2-TZVPD def2/J DEFGRID3
* xyz 0 1
S -3.096 -0.515 -0.172
C -1.386 -0.352 0.163
N -0.711 -1.631 0.096
N 0.518 -1.609 -0.030
C 1.253 -0.455 -0.097
Cl 2.951 -0.544 -0.077
C 0.721 0.777 -0.174
N -0.585 0.836 0.098
H 1.406 1.697 -0.249
H -1.070 1.795 0.442
*
```

Calculated values
- E (Ha) = -1138.06275
- HOMO energy (eV) = -8.6
- SMILES = S=c1nnc(Cl)c[nH]1
- energy above the lowest of the compared OMol25 structures with the same formula, charge and spin (kcal per mole) = 29.2
- frontier orbital gap (eV) = 7.481


(2)
Molecular formula: C3H2ClNO
Method: DFT, ωB97M-V/def2-TZVPD

ORCA input file:
```
! RIJCOSX wB97M-V def2-TZVPD def2/J DEFGRID3
* xyz 0 1
C 1.615 -0.169 -0.252
N 0.518 0.324 -0.604
C -0.693 0.354 -0.446
C -1.981 0.745 0.316
Cl -1.745 -0.440 1.726
O -1.830 -0.143 -0.831
H 1.494 -0.816 0.597
H 2.622 0.145 -0.504
*
```

Calculated values
- E (Ha) = -705.50542
- HOMO energy (spin up / spin down) (eV) = -8.8 / -8.8
- SMILES = C=NC1=C(Cl)O1
- energy above the lowest of the compared OMol25 structures with the same formula, charge and spin (kcal per mole) = 112.1
- frontier orbital gap (spin up / spin down) (eV) = 7.996 / 7.996


(3)
Molecular formula: C3H2ClNO
Method: DFT, ωB97M-V/def2-TZVPD

ORCA input file:
```
! RIJCOSX wB97M-V def2-TZVPD def2/J DEFGRID3
* xyz 0 1
O -3.238 -1.787 -0.021
C -2.678 -0.783 0.220
Cl -3.317 0.849 -0.386
C -1.633 -0.399 1.061
N -0.699 0.207 1.555
C -0.192 0.371 0.223
H 0.597 -0.303 -0.103
H -0.742 1.039 -0.529
*
```

Calculated values
- E (Ha) = -705.54506
- HOMO energy (eV) = -9.1
- SMILES = O=C(Cl)C1=NC1
- energy above the lowest of the compared OMol25 structures with the same formula, charge and spin (kcal per mole) = 87.2
- frontier orbital gap (eV) = 8.090


(4)
Molecular formula: C3H2ClNO
Method: DFT, ωB97M-V/def2-TZVPD

ORCA input file:
```
! RIJCOSX wB97M-V def2-TZVPD def2/J DEFGRID3
* xyz 0 1
N 2.145 1.110 0.214
C 1.046 0.780 0.296
C -0.370 0.404 0.197
Cl -1.208 1.376 -0.987
C -0.306 -1.071 -0.221
O -0.688 -1.939 0.494
H -0.874 0.511 1.181
H 0.254 -1.171 -1.174
*
```

Calculated values
- E (Ha) = -705.66545
- HOMO energy (eV) = -11.0
- SMILES = N#C[C@@H](Cl)C=O
- energy above the lowest of the compared OMol25 structures with the same formula, charge and spin (kcal per mole) = 11.7
- frontier orbital gap (eV) = 10.852


(5)
Molecular formula: C3H2ClNO
Method: DFT, ωB97M-V/def2-TZVPD

ORCA input file:
```
! RIJCOSX wB97M-V def2-TZVPD def2/J DEFGRID3
* xyz 0 3
C 0.258 0.794 1.468
C 0.663 2.071 1.966
C 0.065 -0.108 0.246
N -0.039 -0.585 1.599
O 0.229 3.039 2.471
Cl 2.449 1.994 1.599
H -0.980 -0.114 -0.242
H 0.866 -0.284 -0.369
*
```

Calculated values
- E (Ha) = -705.47903
- HOMO energy (spin up / spin down) (eV) = -7.9 / -10.8
- energy above the lowest of the compared OMol25 structures with the same formula, charge and spin (kcal per mole) = 31.9
- frontier orbital gap (spin up / spin down) (eV) = 8.137 / 7.787


(6)
Molecular formula: C3H2ClNO2
Method: DFT, ωB97M-V/def2-TZVPD

ORCA input file:
```
! RIJCOSX wB97M-V def2-TZVPD def2/J DEFGRID3
* xyz 0 1
C -2.041 -1.842 -0.140
C -1.100 -2.752 0.294
C 0.151 -0.590 0.742
N -0.773 -1.434 0.451
O -2.966 -1.238 -0.567
O -0.448 -3.707 0.212
Cl 1.480 -1.004 1.716
H 0.024 0.411 0.681
H 1.340 -0.528 -1.207
*
```

Calculated values
- E (Ha) = -780.71622
- HOMO energy (spin up / spin down) (eV) = -8.6 / -10.9
- energy above the lowest of the compared OMol25 structures with the same formula, charge and spin (kcal per mole) = 147.5
- frontier orbital gap (spin up / spin down) (eV) = 7.314 / 9.111


(7)
Molecular formula: C3H2ClNS2
Method: DFT, ωB97M-V/def2-TZVPD

ORCA input file:
```
! RIJCOSX wB97M-V def2-TZVPD def2/J DEFGRID3
* xyz 0 1
C -0.249 -0.437 -0.002
C 0.700 0.699 0.000
C -1.576 -0.225 0.005
N 1.961 0.595 0.006
S 0.404 -2.034 -0.008
S 2.971 -0.591 0.004
Cl 0.042 2.287 -0.005
H -2.256 -1.055 0.003
H -1.996 0.761 -0.003
*
```

Calculated values
- E (Ha) = -1426.73751
- HOMO energy (spin up / spin down) (eV) = -8.4 / -8.4
- energy above the lowest of the compared OMol25 structures with the same formula, charge and spin (kcal per mole) = 31.1
- frontier orbital gap (spin up / spin down) (eV) = 5.788 / 5.804


(8)
Molecular formula: C3H2CoO2
Method: DFT, ωB97M-V/def2-TZVPD

ORCA input file:
```
! RIJCOSX wB97M-V def2-TZVPD def2/J DEFGRID3
* xyz 2 4
H 0.541 1.426 1.437
C -0.430 0.993 1.253
C -1.527 0.460 1.129
Co -3.314 -0.174 1.238
O 1.530 -0.098 -0.870
H 2.502 -0.210 -0.999
O -0.054 -1.561 -1.752
C 0.753 -0.836 -1.438
*
```

Calculated values
- E (Ha) = -1647.82408
- HOMO energy (spin up / spin down) (eV) = -18.6 / -18.5
- energy above the lowest of the compared OMol25 structures with the same formula, charge and spin (kcal per mole) = 0.0
- frontier orbital gap (spin up / spin down) (eV) = 8.303 / 6.250